Record 1
105
Properties=species:S:1:pos:R:3:lowdin_charge:R:1 method="wB97M-V/def2-TZVPD" e_homo_ev=-3.971 multiplicity=1 charge=-1
Pb 1.143 -0.618 1.025 1.5473
Cl -5.728 -2.220 4.412 0.5996
C -4.178 -1.572 3.926 -0.6866
C -3.962 -0.185 3.978 -0.1264
C -2.761 0.331 3.594 -0.0273
C -1.678 -0.481 3.103 -0.3937
O -0.613 0.075 2.718 -0.1802
C -1.913 -1.902 3.113 -0.1245
C -0.937 -2.919 2.836 -0.0908
N 0.255 -2.814 2.351 0.0353
C 1.063 -3.976 2.275 -0.1867
C 0.680 -5.251 2.632 -0.0224
C 1.560 -6.346 2.559 -0.0866
C 2.839 -6.186 2.118 -0.0515
C 3.277 -4.905 1.716 -0.1536
C 4.577 -4.676 1.207 -0.0006
C 4.938 -3.436 0.778 0.0140
C 3.994 -2.391 0.859 -0.2314
N 2.799 -2.577 1.371 0.0601
C 2.399 -3.801 1.787 -0.1556
C -3.170 -2.399 3.528 -0.0876
H -4.756 0.464 4.329 0.1016
H -2.574 1.397 3.636 0.1146
H -1.311 -3.904 3.119 0.0998
H -0.320 -5.447 2.989 0.0934
H 1.203 -7.323 2.862 0.0995
H 3.526 -7.022 2.060 0.1067
H 5.266 -5.512 1.143 0.1138
H 5.908 -3.227 0.350 0.1086
H 4.215 -0.327 1.220 0.1006
H -3.332 -3.471 3.530 0.1054
O 1.568 4.214 5.651 0.1454
C 1.797 3.362 4.837 -0.2388
C 1.689 3.506 3.321 -0.2392
O 1.539 4.525 2.699 0.1360
C 1.856 2.121 2.753 -0.3267
C 2.162 1.275 3.829 -0.3189
O 2.344 -0.059 3.618 -0.6694
C 2.172 1.910 5.110 -0.3530
O 2.422 1.431 6.202 0.0344
O 1.728 1.838 1.545 -0.1187
I 3.973 -0.896 4.419 1.0439
C 4.260 -0.975 0.330 -0.3441
C 5.585 -0.803 -0.352 -0.1074
C 5.652 -1.064 -1.673 -0.1583
C 4.463 -1.324 -2.424 -0.1396
C 3.276 -0.971 -1.808 -0.2376
N 3.134 -0.628 -0.535 -0.1111
H 6.452 -0.493 0.219 0.0876
H 6.607 -0.996 -2.187 0.0895
H 4.492 -1.531 -3.484 0.0617
H 2.367 -0.899 -2.406 0.0835
O -1.765 -1.383 -1.104 -0.2135
N -1.181 -2.610 -1.002 -0.0568
O -0.041 -2.596 -0.734 -0.0632
N -0.884 -0.266 -0.892 -0.1852
P -1.478 0.986 -1.717 0.7133
N -2.956 1.443 -1.149 -0.1899
C -3.556 0.857 0.050 -0.1835
C -4.232 1.923 0.899 -0.1839
C -5.240 2.719 0.079 -0.2034
C -4.552 3.329 -1.135 -0.1886
C -3.861 2.253 -1.963 -0.2055
N -1.740 0.817 -3.351 -0.1983
C -2.678 -0.193 -3.833 -0.2096
C -1.975 -1.399 -4.450 -0.1782
C -0.954 -0.974 -5.501 -0.2020
C 0.004 0.066 -4.926 -0.1769
C -0.793 1.242 -4.376 -0.1984
N -0.382 2.204 -1.551 -0.1726
C 1.036 1.903 -1.830 -0.2177
C 1.766 3.169 -2.250 -0.1695
C 1.645 4.228 -1.159 -0.1923
C 0.178 4.474 -0.822 -0.1743
C -0.518 3.174 -0.449 -0.1777
H -2.778 0.352 0.620 0.0959
H -4.296 0.102 -0.252 0.1288
H -3.464 2.593 1.298 0.1165
H -4.709 1.441 1.752 0.0984
H -5.708 3.496 0.687 0.1076
H -6.042 2.052 -0.256 0.1133
H -3.811 4.062 -0.805 0.1087
H -5.267 3.857 -1.771 0.1093
H -3.293 2.702 -2.776 0.1136
H -4.624 1.603 -2.418 0.1188
H -3.315 0.283 -4.593 0.1223
H -3.325 -0.502 -3.011 0.1068
H -2.725 -2.063 -4.887 0.1125
H -1.472 -1.960 -3.661 0.0968
H -1.473 -0.537 -6.362 0.1097
H -0.408 -1.844 -5.870 0.1087
H 0.708 0.414 -5.686 0.1149
H 0.592 -0.380 -4.117 0.0993
H -1.383 1.684 -5.192 0.1249
H -0.164 2.035 -3.979 0.0878
H 1.103 1.127 -2.592 0.0838
H 1.513 1.511 -0.931 0.0729
H 1.337 3.545 -3.188 0.1055
H 2.811 2.919 -2.441 0.1182
H 2.128 5.158 -1.467 0.1078
H 2.155 3.876 -0.258 0.1076
H -0.337 4.917 -1.683 0.1104
H 0.093 5.171 0.015 0.1111
H -1.577 3.342 -0.257 0.0935
H -0.063 2.758 0.456 0.1085

Record 2
106
Properties=species:S:1:pos:R:3:lowdin_charge:R:1 method="wB97M-V/def2-TZVPD" e_homo_ev=-15.469 multiplicity=1 charge=+3
Ti 0.564 0.343 0.203 0.7876
S 1.230 -1.941 -1.006 0.8645
C 0.937 -1.907 -2.656 -0.5771
N 1.500 -2.730 -3.505 -0.0647
C 1.163 -2.678 -4.934 -0.0604
C -0.299 -2.363 -5.089 -0.0551
N -0.617 -1.133 -4.340 -0.0556
C -1.584 -0.234 -5.007 -0.0872
C -0.973 0.377 -6.243 -0.2362
C -1.518 0.118 -7.493 -0.0341
C -0.949 0.679 -8.629 -0.0448
C 0.169 1.490 -8.515 -0.0499
C 0.718 1.750 -7.264 -0.0585
C 0.148 1.197 -6.130 -0.0454
C -0.042 -0.885 -3.198 -0.5970
S -0.295 0.512 -2.277 0.8032
C 2.480 -3.773 -3.125 -0.0859
C 1.862 -5.141 -3.243 -0.2318
C 0.783 -5.490 -2.433 -0.0393
C 0.206 -6.742 -2.557 -0.0591
C 0.705 -7.653 -3.481 -0.0512
C 1.783 -7.311 -4.281 -0.0469
C 2.358 -6.052 -4.166 -0.0353
H 1.377 -3.658 -5.359 0.1432
H 1.790 -1.932 -5.429 0.1553
H -0.928 -3.176 -4.720 0.1561
H -0.533 -2.178 -6.136 0.1422
H -1.887 0.521 -4.286 0.0879
H -2.452 -0.845 -5.263 0.1443
H -2.395 -0.514 -7.586 0.1221
H -1.379 0.481 -9.601 0.1203
H 0.611 1.927 -9.400 0.1193
H 1.585 2.391 -7.178 0.1124
H 0.568 1.414 -5.153 0.0963
H 2.826 -3.561 -2.118 0.0963
H 3.322 -3.672 -3.812 0.1432
H 0.404 -4.792 -1.690 0.0920
H -0.628 -7.017 -1.925 0.1063
H 0.256 -8.633 -3.570 0.1182
H 2.178 -8.020 -4.995 0.1193
H 3.205 -5.788 -4.789 0.1213
N 4.794 0.999 -0.172 0.1735
C 4.951 -0.322 0.182 -0.0143
C 3.700 -0.829 0.328 -0.1565
N 2.782 0.165 0.073 -0.0493
C 3.479 1.247 -0.226 -0.2416
C 2.704 2.420 -0.554 -0.2330
N 1.388 2.279 -0.547 -0.0136
C 0.874 3.515 -0.881 -0.0899
C 1.895 4.385 -1.091 -0.0088
N 3.053 3.671 -0.877 0.1680
H 5.547 1.648 -0.337 0.1838
H 5.922 -0.765 0.320 0.1442
H 3.414 -1.821 0.631 0.1080
H -0.180 3.703 -0.963 0.1076
H 1.906 5.424 -1.367 0.1399
H 3.988 4.045 -0.942 0.1845
F 1.005 -0.576 1.800 -0.4648
Sb 2.170 0.058 3.704 1.5259
F 0.406 0.336 4.251 -0.3054
F 2.108 1.654 2.692 -0.3230
F 2.864 0.700 5.283 -0.2817
F 3.837 -0.249 2.928 -0.2953
F 1.942 -1.780 3.871 -0.2986
C 0.194 4.411 3.350 -0.0604
C -0.730 3.196 3.496 -0.2118
C -1.156 2.685 2.164 -0.5049
N -0.598 1.782 1.423 -0.0436
N -1.187 1.615 0.203 -0.1892
C -2.224 2.393 0.001 -0.6910
N -2.982 2.384 -1.103 0.1570
S -2.504 3.428 1.352 1.2259
H 0.497 4.754 4.337 0.0950
H -0.307 5.239 2.846 0.0810
H 1.090 4.145 2.789 0.0679
H -1.623 3.466 4.063 0.1259
H -0.243 2.390 4.033 0.0910
H -2.667 1.860 -1.905 0.0724
H -3.729 3.048 -1.224 0.1287
C -2.618 -1.397 -0.799 -0.2311
P -1.447 -1.324 0.581 0.9847
C -2.428 -0.682 1.959 -0.3441
C -3.548 0.120 1.717 -0.1210
C -4.295 0.611 2.775 -0.0685
C -3.929 0.311 4.081 -0.0412
C -2.824 -0.490 4.327 -0.0410
C -2.076 -0.988 3.272 -0.0766
C -1.068 -3.043 1.008 -0.3826
C -0.003 -3.370 1.852 -0.1206
C 0.208 -4.685 2.232 -0.0378
C -0.639 -5.689 1.780 -0.0399
C -1.699 -5.371 0.945 -0.0562
C -1.912 -4.057 0.553 -0.0783
H -3.547 -1.858 -0.463 0.0737
H -2.198 -1.979 -1.618 0.0498
H -2.832 -0.391 -1.154 0.0143
H -3.873 0.331 0.705 0.0915
H -5.178 1.207 2.582 0.1182
H -4.520 0.686 4.907 0.1217
H -2.548 -0.739 5.342 0.1244
H -1.226 -1.624 3.482 0.1007
H 0.660 -2.607 2.230 0.0598
H 1.029 -4.924 2.894 0.1214
H -0.478 -6.713 2.088 0.1217
H -2.378 -6.143 0.608 0.1185
H -2.759 -3.843 -0.084 0.0990

Record 3
97
Properties=species:S:1:pos:R:3:lowdin_charge:R:1 method="wB97M-V/def2-TZVPD" e_homo_ev=-9.520 multiplicity=1
C 0.670 -1.929 4.014 -0.1243
O 1.716 -2.903 3.784 -0.2270
C 1.508 -3.680 2.579 -0.2196
C 2.957 -3.813 1.864 -0.1630
C 3.188 -2.778 0.659 -0.2001
C 2.672 -1.283 0.927 -0.1786
C 2.438 -0.608 -0.545 -0.2016
C 0.918 -0.874 -1.067 -0.1961
C 0.751 -2.259 -1.886 -0.1889
C 0.139 -3.427 -0.969 -0.2178
C -1.012 -4.310 -1.721 -0.1894
C -1.968 -4.857 -0.512 -0.1962
C -3.197 -3.829 -0.421 -0.1967
C -3.744 -3.613 1.104 -0.1212
C -4.735 -2.338 1.000 -0.0746
C -6.130 -2.369 0.703 0.1132
C -6.508 -0.825 0.697 -0.3261
O -7.594 -0.225 0.772 0.1128
O -5.315 -0.035 0.525 0.0197
C -4.286 -0.812 1.172 -0.2750
O -3.243 -0.397 1.720 0.1056
H 0.167 -2.102 5.028 0.0912
H 1.181 -0.891 4.071 0.0999
H -0.131 -1.876 3.203 0.0842
H 0.818 -3.199 1.807 0.0820
H 1.077 -4.712 2.880 0.1312
H 2.959 -4.869 1.389 0.1055
H 3.784 -3.809 2.648 0.1005
H 4.336 -2.701 0.515 0.1082
H 2.806 -3.236 -0.330 0.0914
H 3.490 -0.721 1.513 0.1191
H 1.665 -1.204 1.455 0.0859
H 2.490 0.532 -0.347 0.1059
H 3.240 -0.907 -1.297 0.1047
H 0.170 -0.857 -0.182 0.1053
H 0.596 -0.001 -1.753 0.0911
H 1.782 -2.541 -2.286 0.1044
H 0.038 -2.071 -2.761 0.1044
H 0.907 -4.194 -0.597 0.1056
H -0.315 -2.944 -0.026 0.0874
H -0.504 -5.170 -2.277 0.1095
H -1.576 -3.596 -2.421 0.1025
H -1.336 -4.842 0.442 0.1032
H -2.364 -5.891 -0.794 0.1091
H -4.097 -4.140 -1.049 0.1208
H -2.798 -2.787 -0.731 0.1186
H -4.307 -4.559 1.434 0.1228
H -2.879 -3.422 1.841 0.1203
H -6.781 -3.277 0.493 0.1403
C 7.655 -6.386 4.586 0.0214
C 6.601 -6.750 3.855 0.0233
C 6.055 -5.866 2.803 -0.3843
O 5.092 -6.196 2.137 0.0941
C 6.724 -4.565 2.592 0.0196
C 7.778 -4.201 3.323 0.0251
C 8.324 -5.085 4.375 -0.3877
O 9.287 -4.754 5.040 0.1056
H 8.068 -7.021 5.360 0.1224
H 6.100 -7.700 3.996 0.1224
H 6.311 -3.930 1.818 0.1125
H 8.279 -3.251 3.182 0.1234
C -3.241 2.952 0.322 0.0322
C -4.303 2.610 -0.410 0.0324
C -4.852 3.522 -1.437 -0.3803
O -5.822 3.212 -2.104 0.1017
C -4.178 4.825 -1.622 0.0037
C -3.116 5.167 -0.891 0.0189
C -2.567 4.255 0.136 -0.3779
O -1.597 4.566 0.803 0.1057
H -2.826 2.297 1.078 0.1128
H -4.807 1.659 -0.287 0.0913
H -4.593 5.479 -2.379 0.1158
H -2.613 6.116 -1.014 0.1005
C 4.311 1.241 -4.151 0.0225
C 5.374 2.013 -4.382 0.0214
C 5.362 3.453 -4.046 -0.3882
O 6.331 4.158 -4.257 0.1058
C 4.129 4.002 -3.443 0.0227
C 3.067 3.229 -3.213 0.0260
C 3.078 1.790 -3.549 -0.3799
O 2.110 1.084 -3.338 0.0892
H 4.302 0.185 -4.392 0.1223
H 6.285 1.626 -4.821 0.1225
H 4.138 5.058 -3.203 0.1233
H 2.155 3.616 -2.774 0.1242
C -5.615 8.153 -1.125 0.0234
C -6.707 8.813 -1.514 0.0292
C -6.678 10.272 -1.747 -0.3863
O -7.674 10.876 -2.099 0.1086
C -5.393 10.971 -1.535 0.0231
C -4.301 10.311 -1.147 0.0234
C -4.330 8.852 -0.914 -0.3704
O -3.332 8.248 -0.561 0.0953
H -5.619 7.085 -0.949 0.1059
H -7.656 8.316 -1.674 0.1256
H -5.389 12.040 -1.711 0.1231
H -3.352 10.808 -0.986 0.1229

Record 4
97
Properties=species:S:1:pos:R:3:mulliken_spin:R:1 method="wB97M-V/def2-TZVPD" e_homo_ev="-5.247 / -5.256" multiplicity=5
Ho -0.060 -0.270 0.329 4.0706
C 2.090 -2.565 1.404 0.0046
N 2.909 -1.528 2.003 -0.0002
C 3.019 -1.608 3.454 0.0003
C 3.200 -0.384 1.324 -0.0042
N 2.328 0.107 0.471 -0.0103
C 2.765 0.772 -0.705 -0.0080
C 3.804 0.194 -1.407 -0.0004
C 4.321 0.755 -2.578 0.0002
C 3.809 1.929 -3.042 -0.0008
C 2.727 2.551 -2.381 0.0009
C 2.234 3.769 -2.898 -0.0007
C 1.172 4.394 -2.316 0.0002
C 0.553 3.810 -1.205 -0.0003
C 0.999 2.627 -0.651 -0.0089
N 0.203 2.068 0.385 -0.0062
C -0.212 2.850 1.372 -0.0070
N 0.542 3.857 1.876 -0.0004
C -0.040 5.082 2.384 0.0001
C 1.986 3.783 1.859 -0.0004
N -1.408 2.650 1.965 -0.0009
C -2.572 2.180 1.246 0.0030
C -1.568 2.726 3.410 0.0003
C 2.142 1.964 -1.213 0.0070
N 4.401 0.180 1.630 0.0001
C 5.532 -0.615 2.078 0.0000
C 4.740 1.560 1.352 0.0000
H 2.547 -3.535 1.619 0.0001
H 2.049 -2.440 0.322 -0.0017
H 1.077 -2.564 1.821 -0.0030
H 2.019 -1.613 3.898 -0.0001
H 3.554 -0.747 3.846 -0.0001
H 3.541 -2.524 3.746 0.0000
H 4.223 -0.733 -1.034 0.0000
H 5.125 0.257 -3.103 0.0000
H 4.201 2.397 -3.935 0.0000
H 2.705 4.187 -3.778 0.0000
H 0.783 5.319 -2.720 0.0000
H -0.333 4.272 -0.786 0.0000
H -1.104 5.107 2.164 0.0000
H 0.435 5.934 1.889 0.0000
H 0.104 5.186 3.463 0.0000
H 2.278 2.736 1.814 0.0009
H 2.370 4.207 2.788 0.0000
H 2.424 4.321 1.012 0.0000
H -2.355 2.086 0.186 0.0000
H -3.387 2.901 1.367 0.0000
H -2.907 1.216 1.630 0.0000
H -2.280 3.508 3.690 0.0000
H -0.607 2.908 3.887 -0.0002
H -1.934 1.762 3.771 0.0002
H 5.306 -1.674 1.998 0.0000
H 5.799 -0.382 3.112 0.0000
H 6.394 -0.392 1.443 0.0000
H 3.859 2.132 1.087 -0.0001
H 5.452 1.635 0.525 0.0000
H 5.192 2.000 2.244 0.0000
S -2.731 -0.754 -0.520 -0.0061
C -2.998 -2.255 0.251 0.0006
N -2.471 -2.466 1.489 -0.0014
C -2.645 -3.612 2.180 -0.0004
C -3.382 -4.629 1.655 0.0000
C -3.953 -4.462 0.383 -0.0001
C -3.768 -3.286 -0.305 0.0006
H -1.877 -1.720 1.899 0.0076
H -2.179 -3.642 3.157 0.0001
H -3.515 -5.548 2.206 0.0000
H -4.548 -5.252 -0.056 0.0000
H -4.199 -3.122 -1.281 0.0000
S 1.055 -1.103 -4.169 -0.0012
C 0.735 -1.295 -2.623 -0.0026
N 0.517 -1.461 -1.470 -0.0033
C -0.493 -0.761 2.544 -0.0221
C -0.465 -0.534 3.760 -0.0001
C -0.401 -0.289 5.133 -0.0060
C 0.436 0.806 5.554 0.0019
C 0.439 1.332 6.868 -0.0013
C 1.266 2.378 7.234 0.0007
C 2.122 2.978 6.317 -0.0008
C 2.099 2.521 5.004 0.0010
C 1.277 1.475 4.625 -0.0008
C -1.206 -1.162 5.983 -0.0011
C -2.390 -1.730 5.468 -0.0009
C -3.145 -2.635 6.194 0.0004
C -2.754 -3.011 7.473 -0.0005
C -1.600 -2.455 8.007 0.0003
C -0.838 -1.551 7.283 -0.0003
H -0.245 0.924 7.598 -0.0001
H 1.239 2.738 8.256 0.0000
H 2.780 3.785 6.612 0.0000
H 2.742 2.989 4.265 0.0000
H 1.273 1.147 3.591 0.0009
H -2.721 -1.428 4.481 0.0002
H -4.052 -3.043 5.761 0.0000
H -3.340 -3.723 8.040 0.0000
H -1.277 -2.745 9.000 0.0000
H 0.078 -1.176 7.716 0.0001

What energy values result from the calculations? In sequence: -3920.814135 -5305.856367 -2491.263016 -3771.859324 Ha.